Below is a structure of composition C28H48Cl38IS in a non-equilibrium geometry, with properties calculated with the ωB97M-V functional and the def2-TZVPD basis.

Properties
HOMO level = -3.31 eV
E_tot = -524602.6831 eV
total charge = -1

Structure (XYZ):
```
116
Properties=species:S:1:pos:R:3:forces:R:3
S -2.57643 3.54037 4.78170 -0.3 0.4 -0.1
C -3.66483 4.00296 3.41413 0.6 -0.4 0.0
I -5.75226 3.79292 4.15642 0.0 0.3 -0.1
C -3.57354 2.96564 2.26959 0.0 0.0 0.5
C -2.12681 2.75922 1.73174 -0.1 -0.9 0.0
C -1.90234 1.24927 1.58999 0.0 2.3 -0.2
C -2.40441 0.62327 0.47192 0.2 -1.1 -0.2
C -2.24053 -0.75714 0.35828 -0.6 0.6 -0.6
C -1.58566 -1.42972 1.35927 0.4 -1.6 0.4
C -1.08097 -0.79500 2.47659 0.1 0.5 0.5
C -1.24207 0.57171 2.59566 0.0 0.0 0.0
H -2.96525 2.31886 5.27849 0.0 0.0 -0.3
H -4.21575 3.23955 1.42055 0.0 0.1 0.3
H -3.95374 1.98982 2.62518 0.2 0.0 -0.2
H -1.35958 3.15648 2.40240 -0.3 0.1 0.0
H -1.96281 3.21846 0.74967 -0.2 0.1 0.1
H -2.92208 1.16341 -0.31519 0.0 0.2 0.2
H -2.66417 -1.24913 -0.52627 0.7 0.3 1.3
H -1.43073 -2.50965 1.31401 -0.4 0.6 -0.1
H -0.58588 -1.34108 3.27539 0.0 -0.1 -0.2
H -0.89832 1.15821 3.44302 0.0 -0.3 0.0
C -3.38606 5.82253 -0.56089 0.1 0.2 0.2
Cl -4.58924 6.10973 0.68753 0.0 0.0 -0.1
Cl -3.85865 4.48047 -1.61967 0.0 -0.1 -0.1
H -3.28230 6.71791 -1.16417 -0.1 -0.1 -0.1
H -2.44239 5.57789 -0.08571 0.0 -0.1 0.0
C 0.72511 6.22955 1.20584 0.0 0.1 0.1
Cl -0.58550 6.51075 2.35516 0.0 0.0 0.0
Cl 0.40030 4.80643 0.20828 0.1 0.0 -0.1
H 0.82194 7.09550 0.56000 -0.1 0.0 0.0
H 1.64712 6.06696 1.75406 0.0 -0.1 0.0
C -3.40194 -2.59750 -3.87946 -0.3 0.0 0.0
Cl -3.41027 -1.92773 -2.23734 -0.3 -0.5 -1.1
Cl -2.74795 -4.23848 -3.92179 0.0 0.1 0.1
H -4.42019 -2.62063 -4.25339 0.0 -0.1 0.1
H -2.78999 -1.96815 -4.50751 0.1 -0.1 0.1
C -1.92312 1.53052 -3.11014 0.0 0.1 0.2
Cl -0.49808 2.55727 -3.28514 0.0 0.0 0.1
Cl -2.01845 0.32718 -4.40490 0.1 0.2 -0.2
H -1.86453 1.01065 -2.16186 0.1 -0.1 0.0
H -2.81037 2.15189 -3.14624 0.0 0.0 -0.1
C 1.33522 3.07110 4.01631 -0.3 0.1 -0.1
Cl 0.85163 2.14574 5.44031 0.1 0.0 0.1
Cl 2.14774 2.05547 2.81541 0.1 0.1 0.0
H 0.44407 3.50363 3.56766 -0.1 -0.2 0.1
H 2.01441 3.85300 4.32712 0.1 -0.1 0.0
C 5.20605 3.04559 5.49196 -0.3 0.1 0.0
Cl 6.48841 2.19801 4.61274 0.1 -0.1 0.1
Cl 4.52265 4.36227 4.53193 0.1 0.0 0.0
H 4.41204 2.34096 5.71976 0.0 0.0 -0.1
H 5.62858 3.43271 6.41492 -0.2 0.1 -0.6
C -1.38870 -4.49251 -7.68169 0.2 -0.1 0.2
Cl -2.12825 -2.88527 -7.65412 0.0 0.1 0.0
Cl -2.40171 -5.68468 -6.86696 0.0 -0.1 -0.2
H -1.25541 -4.79267 -8.71096 -0.1 0.0 0.0
H -0.42823 -4.44690 -7.17972 -0.1 0.1 0.1
C 0.17203 -8.19920 -8.52302 0.1 0.4 0.2
Cl -0.98393 -7.35821 -9.56148 0.0 -0.2 -0.2
Cl 1.34713 -7.07338 -7.82182 0.0 0.0 0.0
H -0.36821 -8.68370 -7.71971 0.0 0.2 0.1
H 0.70228 -8.93129 -9.11160 0.1 0.1 -0.1
C 0.09649 -11.86938 -10.11670 -0.1 -0.2 0.0
Cl 1.47698 -10.93456 -10.71509 0.0 0.0 0.0
Cl -0.97177 -10.89219 -9.10225 -0.2 -0.6 -0.2
H -0.46871 -12.23484 -10.96647 0.0 0.1 0.0
H 0.46917 -12.70144 -9.53036 0.1 0.1 0.0
C -4.85464 9.23631 2.47301 0.3 0.1 0.1
Cl -3.26125 9.86694 2.01841 0.0 0.0 0.0
Cl -5.27800 9.68319 4.13292 -0.1 0.0 0.0
H -5.59182 9.65050 1.80608 0.1 0.2 0.0
H -4.83646 8.15671 2.39503 0.1 0.0 0.1
C 7.18466 0.73669 8.05983 0.2 0.0 -0.1
Cl 6.46220 2.33874 8.24039 0.3 -0.2 0.5
Cl 6.24805 -0.49774 8.90770 0.0 -0.1 -0.1
H 7.21919 0.48839 7.00430 -0.1 0.0 0.0
H 8.18774 0.75839 8.47232 -0.1 0.0 0.1
C -7.98714 7.01600 2.51981 0.1 -0.1 0.3
Cl -7.41072 8.09425 1.23355 -0.5 -0.1 -0.2
Cl -8.68003 5.53351 1.87271 -0.1 0.0 0.0
H -7.14902 6.74950 3.16001 0.0 -0.1 -0.1
H -8.74279 7.54093 3.09301 0.0 0.0 -0.1
C -4.34600 -3.42538 -10.56596 0.0 0.1 0.0
Cl -3.11024 -4.68632 -10.49152 -0.1 0.0 -0.2
Cl -5.97114 -4.11120 -10.67494 0.0 0.0 0.0
H -4.27858 -2.82348 -9.66653 0.0 -0.1 0.0
H -4.16564 -2.81284 -11.44204 0.0 -0.1 0.0
C 6.79128 7.51372 6.48506 0.0 0.1 0.0
Cl 5.75900 8.17671 5.21255 0.0 0.0 0.0
Cl 6.31845 5.86621 6.91551 0.2 0.2 0.2
H 7.81556 7.50088 6.13299 0.0 -0.1 -0.1
H 6.70721 8.14027 7.36558 -0.1 0.0 0.0
C 3.67741 -12.27803 -13.37478 0.0 0.1 0.1
Cl 4.38300 -11.30470 -14.67001 0.0 0.0 0.0
Cl 2.93700 -13.75764 -14.00003 0.0 0.0 0.1
H 4.46023 -12.54852 -12.67509 0.0 0.0 -0.1
H 2.91313 -11.69451 -12.87510 0.0 0.0 -0.1
C 10.41581 5.38780 8.58142 0.1 -0.1 0.0
Cl 9.73630 7.01102 8.76363 0.0 0.0 0.0
Cl 9.44287 4.17308 9.41346 0.0 0.0 0.0
H 10.45504 5.14090 7.52618 -0.1 0.0 0.0
H 11.41441 5.38347 9.00341 -0.1 0.0 0.1
C -0.03344 -4.96259 -1.27267 0.1 0.0 0.0
Cl 1.55759 -4.32860 -1.71865 0.0 0.0 -0.1
Cl -0.54837 -4.37119 0.31475 0.2 -0.4 -0.3
H -0.75676 -4.64242 -2.01344 0.0 0.1 0.0
H 0.01870 -6.04441 -1.24396 0.1 0.0 0.1
C -3.92440 -7.61403 -1.51695 0.0 -0.1 0.0
Cl -5.17873 -6.91170 -2.54529 0.0 -0.1 0.0
Cl -2.76119 -6.39973 -0.97100 -0.3 -0.2 0.1
H -4.39609 -8.05743 -0.64725 0.0 0.1 0.0
H -3.39624 -8.37356 -2.08267 0.0 0.1 -0.1
C 6.19971 0.00462 12.66243 -0.1 -0.1 -0.1
Cl 7.49378 1.01927 12.01791 0.1 0.0 0.0
Cl 5.20239 0.88081 13.82868 0.0 -0.1 0.0
H 5.57252 -0.32007 11.83942 0.0 0.1 0.0
H 6.64283 -0.85255 13.15659 0.0 0.1 0.1
```
Positions in Å, forces in eV/Å.

These are the Löwdin partial charges, in e, on atoms 1 to 8: 0.444 -1.103 0.504 -0.463 -0.201 -0.233 -0.047 -0.118

---

Below is a cluster of 2 separate species, C5H9N in total, with properties calculated with the ωB97M-V functional and the def2-TZVPD basis.

Properties
HOMO level = -8.77 eV
E_tot = -6818.5518 eV
ΔE to the lowest compared entry with this formula, charge and spin = 2.4431 eV

Structure (XYZ):
```
15
Properties=species:S:1:pos:R:3:forces:R:3
C -0.93452 -1.57683 1.13524 0.0 -0.1 0.0
C 0.07934 -0.48113 1.33629 0.3 -0.1 0.2
C 1.21274 -0.41087 0.67942 0.2 0.1 -0.2
N 2.21422 -0.27950 -0.01872 -0.6 -0.1 0.4
H -1.94825 -1.16250 1.07758 0.2 0.0 0.0
H -0.74244 -2.12727 0.20926 0.0 0.1 0.2
H -0.91722 -2.29098 1.96507 0.0 0.1 -0.1
H -0.11160 0.28999 2.07778 0.1 -0.1 0.0
H 1.94586 0.30449 -0.83378 0.3 -0.2 0.1
C 0.38581 1.38773 -1.68010 -0.2 0.3 -0.3
C -0.62709 1.17297 -0.84717 -0.2 0.2 -0.2
H 1.04213 2.24913 -1.56647 -0.1 -0.1 0.0
H 0.55682 0.74599 -2.54312 0.0 0.1 0.1
H -0.83877 1.83746 -0.01168 0.1 -0.1 -0.2
H -1.31702 0.34130 -0.97959 0.2 0.2 0.0
```
Positions in Å, forces in eV/Å.

These are the natural (NBO) partial charges, in e, on atoms 1 to 8: -0.617 -0.411 0.423 -0.627 0.213 0.218 0.218 0.240

---

Below is the molecule C2H3NOS2 in a non-equilibrium geometry, with properties calculated with the ωB97M-V functional and the def2-TZVPD basis.

Properties
HOMO level = -9.15 eV
E_tot = -27329.2574 eV
ΔE to the lowest compared entry with this formula, charge and spin = 1.5196 eV

Structure (XYZ):
```
9
Properties=species:S:1:pos:R:3:forces:R:3
O 1.00984 -1.11150 -0.11405 -0.9 -2.0 0.6
C -0.32625 -1.09171 0.08295 0.2 3.1 -0.3
S -1.30942 -2.34215 -0.01018 -0.5 -1.0 0.2
C -0.87662 0.33704 0.28403 1.3 -1.0 -0.3
N -0.30094 1.45623 0.07323 -0.6 -0.8 0.4
S 1.27951 1.57214 -0.41229 0.5 1.1 -0.3
H 1.14919 -2.10104 -0.07951 0.6 1.1 -0.4
H -1.87514 0.33763 0.65588 -0.7 0.1 0.1
H 1.24983 2.94335 -0.48008 0.0 -0.8 0.0
```
Positions in Å, forces in eV/Å.

These are the natural (NBO) partial charges, in e, on atoms 1 to 8: -0.652 0.117 -0.024 -0.003 -0.517 0.261 0.506 0.201